(1)
A gas-phase ion, C3HO3 (charge -1) at a distorted geometry. Source: OMol25; level of theory: ωB97M-V with the def2-TZVPD basis set.

The geometry in XYZ format:
```
7
Properties=species:S:1:pos:R:3:nbo_charge:R:1
C -1.272 -0.086 -0.232 0.30
C 0.078 0.367 -0.155 -0.17
C 1.320 0.376 0.376 0.70
O 2.268 0.759 1.021 -0.65
O 1.200 -0.827 -0.287 -0.61
O -2.355 0.393 0.028 -0.67
H -1.239 -0.983 -0.750 0.10
```

As for the net charge: -1. The electronic energy comes out at -340.59957 Eh. Its SMILES is O=C1O/C1=C/[O-]. The value obtained for the relative energy (zero: lowest compared OMol25 entry of this formula, charge and spin) is 2.2573 eV. The calculation puts the HOMO-LUMO gap at 7.739 eV. The calculation puts the molecular weight at 85.04 g/mol. The value obtained for the LUMO energy is 4.32 eV. For the HOMO energy, the calculation gives -3.41 eV.

---

(2)
A single C6H16N2 molecule at a distorted geometry. Source: OMol25; level of theory: ωB97M-V with the def2-TZVPD basis set.

The geometry in XYZ format:
```
24
Properties=species:S:1:pos:R:3:nbo_charge:R:1
C -0.009 -0.696 -0.328 -0.20
N 0.237 -1.859 0.468 -0.47
C -0.971 -2.455 0.966 -0.41
C 1.259 -2.833 0.097 -0.41
C -0.172 0.595 0.532 -0.43
C -1.055 1.672 -0.098 -0.43
C -0.348 2.973 -0.445 -0.21
N 0.920 2.779 -1.177 -0.83
H -0.971 -0.755 -0.859 0.16
H 0.726 -0.481 -1.109 0.19
H -1.223 -3.353 0.380 0.17
H -1.748 -1.705 1.058 0.21
H -0.837 -2.905 1.959 0.19
H 1.774 -2.445 -0.780 0.20
H 2.054 -2.821 0.853 0.18
H 0.822 -3.828 0.155 0.19
H -0.452 0.281 1.542 0.21
H 0.848 0.891 0.827 0.20
H -1.587 1.260 -0.960 0.20
H -1.864 1.834 0.619 0.22
H -0.946 3.527 -1.130 0.19
H -0.200 3.584 0.446 0.18
H 1.170 1.795 -1.229 0.35
H 1.706 3.140 -0.658 0.35
```

The electronic energy comes out at -347.65728 Eh. Its SMILES is CN(C)CCCCN. The value obtained for the relative energy (zero: lowest compared OMol25 entry of this formula, charge and spin) is 1.8379 eV. The calculation puts the HOMO-LUMO gap at 9.014 eV. The calculation puts the molecular weight at 116.21 g/mol. The value obtained for the LUMO energy is 1.04 eV. For the HOMO energy, the calculation gives -7.97 eV.

---

(3)
2 unconnected molecules or ions with the total composition CH8N4P at a distorted geometry. Source: OMol25; level of theory: ωB97M-V with the def2-TZVPD basis set.

The geometry in XYZ format:
```
14
Properties=species:S:1:pos:R:3:nbo_charge:R:1
C -0.966 0.004 -0.446 0.68
N -1.498 0.281 -1.669 -0.79
N -1.764 -0.116 0.572 -0.76
N 2.658 -0.192 0.406 -1.13
N 0.397 -0.148 -0.392 -0.91
P 1.157 -0.956 0.964 1.04
H -2.590 0.322 -1.604 0.42
H -0.992 0.358 -2.618 0.46
H -2.737 -0.089 0.498 0.44
H -1.143 -0.116 1.397 0.44
H 2.514 0.801 0.511 0.39
H 3.511 -0.316 1.048 0.42
H 1.007 -0.156 -1.184 0.45
H 0.447 0.323 2.517 -0.16
```

As for the net charge: +1. The electronic energy comes out at -602.98244 Eh. The value obtained for the relative energy (zero: lowest compared OMol25 entry of this formula, charge and spin) is 2.3701 eV. The calculation puts the HOMO-LUMO gap at 9.072 eV. The calculation puts the molecular weight at 107.08 g/mol. The value obtained for the LUMO energy is -4.10 eV. For the HOMO energy, the calculation gives -13.17 eV.

---

(4)
A molecular structure, C20H19N5O3SV at a distorted geometry. Source: OMol25; level of theory: ωB97M-V with the def2-TZVPD basis set.

The geometry in XYZ format:
```
49
Properties=species:S:1:pos:R:3:lowdin_spin:R:1
V -0.122 0.288 -0.040 2.60
N 2.552 0.385 3.644 0.01
C 1.968 0.305 2.405 0.01
S 0.231 0.302 2.392 0.02
N 2.774 0.335 1.391 0.00
N 2.094 0.374 0.153 0.01
C 2.918 0.453 -0.833 0.01
C 2.603 0.520 -2.247 0.01
C 3.680 0.650 -3.137 0.00
C 3.477 0.741 -4.498 0.00
C 2.166 0.704 -4.985 0.00
C 1.086 0.576 -4.138 0.00
C 1.286 0.477 -2.747 0.01
O 0.249 0.345 -1.958 0.05
H 1.996 0.120 4.434 0.00
H 3.541 0.206 3.689 0.00
H 3.977 0.485 -0.579 0.00
H 4.687 0.679 -2.737 0.00
H 4.311 0.842 -5.179 0.00
H 1.990 0.778 -6.052 0.00
H 0.072 0.545 -4.513 0.00
O -6.193 -3.116 0.536 0.00
C -5.056 -3.725 -0.053 0.01
C -3.895 -2.776 0.015 0.03
C -2.594 -3.277 -0.004 0.00
C -1.534 -2.402 0.002 0.04
N -1.698 -1.069 0.037 0.02
C -2.941 -0.582 0.085 0.04
C -4.060 -1.409 0.063 0.00
C -3.004 0.889 0.130 0.04
C -4.188 1.606 0.233 0.00
C -4.162 2.987 0.268 0.03
C -5.439 3.781 0.366 0.00
O -6.329 3.515 -0.708 0.00
C -2.920 3.608 0.198 0.00
C -1.782 2.838 0.106 0.04
N -1.810 1.498 0.068 0.02
H -6.960 -3.668 0.362 0.00
H -5.250 -3.966 -1.106 0.00
H -4.788 -4.656 0.456 0.00
H -2.395 -4.340 -0.024 0.00
H -0.508 -2.742 -0.012 0.01
H -5.058 -0.999 0.097 0.00
H -5.135 1.084 0.280 0.00
H -5.209 4.848 0.442 0.00
H -5.978 3.495 1.270 0.00
H -5.864 3.678 -1.535 0.00
H -2.826 4.686 0.218 0.00
H -0.796 3.280 0.066 0.01
```

The electronic energy comes out at -2615.31034 Eh. The value obtained for the relative energy (zero: lowest compared OMol25 entry of this formula, charge and spin) is 0.2628 eV. Its expectation value of S² is 3.7690. The calculation puts the HOMO-LUMO gap (alpha / beta) at 6.074 / 6.454 eV. The calculation puts the molecular weight at 460.42 g/mol. As for the spin multiplicity: 4. The value obtained for the LUMO energy (alpha / beta) is -0.45 / -0.64 eV. For the HOMO energy (alpha / beta), the calculation gives -6.52 / -7.09 eV.